DFT (ωB97M-V/def2-TZVPD) results for a 2-piece molecular cluster, C7H12N5 overall in a non-equilibrium geometry.

For the total energy, the calculation gives -14890.88116 eV. As for the multiplicity: 3. Its charge is +1. The expectation value of S² is 2.02. The lowest unoccupied orbital energy (alpha / beta) is -0.0980 / -0.2205 hartree. The calculation puts the energy above the lowest of the compared OMol25 structures with the same formula, charge and spin at 363.8 kJ/mol. For the HOMO energy (alpha / beta), the calculation gives -8.740 / -13.769 eV. The value obtained for the frontier orbital gap (alpha / beta) is 6.073 / 7.767 eV.

Structure (XYZ):
```
24
Properties=species:S:1:pos:R:3:lowdin_spin:R:1
C -0.99 -4.45 -1.13 0.44
C -1.12 -3.12 -0.92 0.60
C 0.99 -3.68 -1.15 0.44
C -0.62 2.23 -0.17 0.00
C 0.60 -1.28 -0.87 0.07
C 0.90 1.63 2.00 0.00
C 0.50 3.25 -0.06 0.00
N 0.34 -4.77 -1.17 0.11
N -1.82 2.46 0.45 0.00
N 0.17 -2.57 -0.88 0.17
N 0.77 1.90 0.50 0.00
N 1.09 -0.25 -0.73 0.10
H -1.63 -5.30 -1.22 0.01
H -1.98 -2.55 -0.74 0.03
H 2.03 -3.60 -1.10 0.02
H -0.66 1.64 -1.04 0.00
H 0.31 0.72 2.18 0.00
H 1.93 1.44 2.17 0.00
H 0.63 2.52 2.57 0.00
H 1.23 3.48 -0.90 0.00
H 0.23 4.12 0.53 0.00
H -2.45 1.75 0.66 0.00
H 1.38 1.18 -0.11 0.00
H -1.82 3.25 1.14 0.00
```

---

DFT (ωB97M-V/def2-TZVPD) results for one molecule with the formula C4H2O2P2S in a non-equilibrium geometry.

For the total energy, the calculation gives -37687.60404 eV. As for the multiplicity: 1. The lowest unoccupied orbital energy is -0.0540 hartree. As for the structure (SMILES): O=Pc1ccsc1P=O. For the HOMO energy, the calculation gives -9.455 eV. The value obtained for the frontier orbital gap is 7.987 eV.

Structure (XYZ):
```
11
Properties=species:S:1:pos:R:3:lowdin_charge:R:1
O 2.75 -0.02 -1.70 -0.47
P 1.37 -0.44 -1.93 0.86
C 0.44 -0.03 -0.40 -0.55
C 0.91 0.62 0.76 -0.18
C -0.05 0.74 1.71 -0.39
S -1.56 0.08 1.22 1.01
C -0.90 -0.39 -0.30 -0.79
P -1.77 -1.25 -1.66 0.82
O -3.14 -1.46 -1.23 -0.49
H 1.92 0.97 0.87 0.11
H 0.03 1.19 2.68 0.07
```

---

DFT (ωB97M-V/def2-TZVPD) results for a 2-piece molecular cluster, C4H10S overall in a non-equilibrium geometry.

For the total energy, the calculation gives -15143.61924 eV. As for the multiplicity: 1. The lowest unoccupied orbital energy is 0.0368 hartree. The calculation puts the energy above the lowest of the compared OMol25 structures with the same formula, charge and spin at 168.7 kJ/mol. As for the structure (SMILES): C=C.CSC. For the HOMO energy, the calculation gives -8.610 eV. The value obtained for the frontier orbital gap is 9.611 eV.

Structure (XYZ):
```
15
Properties=species:S:1:pos:R:3:lowdin_charge:R:1
C -2.61 -1.10 -0.19 -0.08
C -1.81 -1.63 0.79 -0.09
H -2.91 -0.06 -0.06 0.04
H -3.04 -1.72 -0.94 0.03
H -1.33 -0.97 1.58 0.06
H -1.61 -2.73 0.71 0.05
C 1.50 -0.78 -0.06 -0.40
S 1.15 0.99 0.44 0.70
C 0.44 1.47 -1.14 -0.50
H 2.54 -0.92 -0.23 0.01
H 0.94 -1.00 -0.97 0.02
H 1.15 -1.50 0.72 0.03
H 1.22 1.79 -1.97 0.08
H -0.51 1.01 -1.47 0.03
H 0.06 2.49 -0.86 0.02
```

---

DFT (ωB97M-V/def2-TZVPD) results for C9H25AlN2O3 as an isolated structure in a non-equilibrium geometry.

For the total energy, the calculation gives -25436.43408 eV. As for the multiplicity: 1. Its charge is +2. The lowest unoccupied orbital energy is -0.3519 hartree. The calculation puts the energy above the lowest of the compared OMol25 structures with the same formula, charge and spin at 81.1 kJ/mol. For the HOMO energy, the calculation gives -15.237 eV. The value obtained for the frontier orbital gap is 5.660 eV.

Structure (XYZ):
```
40
Properties=species:S:1:pos:R:3:lowdin_charge:R:1
Al -10.22 -17.51 -19.66 1.01
C -11.17 -15.06 -17.88 -0.20
O -11.08 -15.87 -18.98 -0.34
H -10.23 -14.96 -17.33 0.14
H -11.57 -14.08 -18.12 0.14
H -11.85 -15.57 -17.19 0.12
C -10.14 -18.11 -15.40 0.00
C -9.95 -18.10 -16.91 -0.38
C -10.08 -19.52 -17.57 -0.13
O -9.79 -19.55 -18.97 -0.22
C -9.56 -20.79 -19.52 -0.04
N -10.91 -17.18 -17.50 0.02
H -11.22 -18.24 -15.26 0.10
H -9.93 -17.11 -15.04 0.11
H -9.70 -18.98 -14.92 0.10
H -8.94 -17.77 -17.16 0.15
H -11.03 -20.01 -17.36 0.16
H -9.39 -20.08 -16.95 0.15
H -9.18 -20.72 -20.54 0.12
H -10.49 -21.36 -19.49 0.12
H -8.87 -21.29 -18.85 0.12
H -11.75 -17.37 -16.98 0.14
H -10.68 -16.21 -17.33 -0.03
C -13.12 -16.76 -22.81 -0.01
C -11.90 -16.92 -21.83 -0.39
C -10.97 -15.64 -21.77 -0.12
O -9.82 -15.90 -20.98 -0.22
C -9.24 -14.65 -20.46 0.02
N -12.50 -17.15 -20.54 0.08
H -13.51 -15.75 -22.67 0.10
H -13.91 -17.48 -22.62 0.09
H -12.81 -16.86 -23.85 0.10
H -11.45 -17.88 -22.04 0.13
H -11.60 -14.92 -21.25 0.14
H -10.82 -15.27 -22.78 0.16
H -8.77 -14.19 -21.33 0.13
H -8.46 -14.79 -19.72 0.11
H -10.03 -14.08 -19.98 0.10
H -12.78 -16.26 -20.17 0.11
H -13.32 -17.71 -20.71 0.12
```